# C48H142N12O17

17 unconnected molecules or ions with the total composition C48H142N12O17 (ωB97M-V/def2-TZVPD, the Open Molecules 2025 dataset).

Positions of all 219 atoms, in Å:
O -27.5298 -0.6209 -4.3781
H -27.7341 -1.4640 -4.7827
H -26.6213 -0.4497 -4.6258
O -28.9340 -1.8294 -0.7110
H -29.7159 -2.3274 -0.9496
H -28.2105 -2.4429 -0.8388
O -29.4025 0.4833 -2.8552
H -28.7889 0.0410 -3.4418
H -29.7096 -0.2054 -2.2656
O -28.0617 0.4065 0.7256
H -28.3884 -0.3862 0.3000
H -28.0306 1.0591 0.0261
O -28.0879 2.2022 2.8107
H -28.1078 1.4205 2.2586
H -27.9996 2.9292 2.1942
C -28.7192 -5.7076 0.3149
C -29.8496 -6.6136 -0.1323
C -30.8109 -7.0346 0.9715
O -30.1737 -7.6286 2.1061
C -30.9250 -7.4968 3.2686
N -30.6147 -6.0093 -1.1904
H -28.1718 -5.9363 1.2293
H -29.1171 -4.7140 0.5210
H -27.9197 -5.6432 -0.4231
H -29.4546 -7.5153 -0.6004
H -31.6695 -7.6417 0.6845
H -31.3298 -6.1228 1.2671
H -30.3746 -8.1504 3.9453
H -31.8882 -7.9882 3.1317
H -31.0007 -6.5111 3.7278
H -31.3885 -6.5929 -1.4744
H -30.0660 -5.8739 -2.0275
C -29.7552 -3.9807 -3.8570
C -29.2858 -3.7119 -5.3194
C -30.2236 -2.7349 -6.1073
O -31.5909 -3.0864 -5.9632
C -31.9922 -4.2662 -6.7134
N -27.9904 -3.1308 -5.3038
H -29.0428 -4.5032 -3.2186
H -30.5934 -4.6772 -3.8419
H -30.0972 -3.0297 -3.4486
H -29.2258 -4.7090 -5.7556
H -30.0217 -2.6775 -7.1769
H -29.9566 -1.7089 -5.8543
H -31.8072 -4.1710 -7.7834
H -32.8796 -4.8131 -6.3946
H -31.2905 -5.0362 -6.3929
H -27.9081 -2.7612 -6.2401
H -27.2531 -3.8164 -5.3847
C -30.1022 3.7741 -5.5172
C -30.8458 3.6798 -4.1941
C -32.0056 2.6789 -4.1840
O -33.0906 3.2770 -4.7856
C -34.0697 2.4803 -5.5024
N -29.7690 3.3456 -3.2482
H -29.1924 4.3613 -5.3919
H -30.7478 4.2254 -6.2706
H -29.7525 2.7962 -5.8479
H -31.0714 4.7093 -3.9160
H -32.3583 2.4252 -3.1843
H -31.8465 1.7377 -4.7102
H -34.7976 3.0902 -6.0374
H -34.5986 1.7734 -4.8631
H -33.6356 1.9793 -6.3676
H -30.1324 3.5542 -2.3293
H -29.6558 2.3436 -3.1905
C -24.1774 5.2618 -0.8670
C -23.5153 3.8662 -0.8656
C -23.6961 3.1300 -2.2195
O -25.0554 2.8090 -2.4168
C -25.6568 1.7590 -1.5796
N -22.0863 4.0609 -0.5618
H -24.1672 5.5113 -1.9280
H -23.6800 6.0366 -0.2836
H -25.2157 5.2074 -0.5399
H -23.9565 3.3370 -0.0209
H -23.1456 2.1999 -2.0777
H -23.3248 3.5838 -3.1384
H -26.5556 1.4603 -2.1191
H -26.0856 2.1299 -0.6486
H -24.9817 0.9290 -1.3709
H -22.1095 4.5873 0.2998
H -21.6421 3.1911 -0.3043
C -32.6046 -1.1133 -3.6767
C -33.9393 -1.7236 -4.1791
C -34.9146 -2.1947 -2.9929
O -36.0058 -3.0149 -3.5419
C -36.9184 -3.5032 -2.6082
N -34.6473 -0.8054 -5.0683
H -32.1380 -1.8612 -3.0356
H -32.7582 -0.1893 -3.1193
H -31.8916 -0.8620 -4.4620
H -33.7341 -2.5877 -4.8110
H -35.3120 -1.3771 -2.3915
H -34.4319 -2.9090 -2.3259
H -37.1921 -2.7462 -1.8733
H -36.4614 -4.2791 -1.9939
H -37.7732 -3.9490 -3.1168
H -35.4534 -1.3562 -5.3268
H -34.1920 -0.6121 -5.9489
C -23.3549 -6.5279 -0.6957
C -24.6876 -7.1849 -0.9184
C -25.4956 -7.4540 0.3977
O -24.8507 -8.5250 1.1139
C -25.5891 -8.8943 2.2890
N -25.4905 -6.4517 -1.8950
H -22.8086 -6.3628 -1.6243
H -22.7905 -7.0566 0.0724
H -23.5044 -5.4866 -0.4105
H -24.5372 -8.1770 -1.3442
H -26.4452 -7.9102 0.1181
H -25.5827 -6.5646 1.0217
H -25.8830 -8.0209 2.8712
H -24.8828 -9.4907 2.8665
H -26.4475 -9.4991 1.9966
H -26.2819 -6.9658 -2.2546
H -25.0570 -6.4660 -2.8071
C -27.3050 -11.7599 -3.5591
C -26.6615 -10.3887 -3.6569
C -27.6844 -9.2666 -3.7697
O -27.0797 -7.9429 -3.8569
C -27.9660 -6.8893 -4.1598
N -25.9119 -10.1743 -2.4108
H -27.9412 -12.0391 -4.3990
H -27.9806 -11.7850 -2.7041
H -26.6351 -12.6109 -3.4360
H -26.0378 -10.3061 -4.5470
H -28.2911 -9.3347 -2.8667
H -28.3519 -9.4390 -4.6140
H -28.7782 -7.1985 -4.8177
H -27.4669 -6.0729 -4.6818
H -28.3510 -6.4323 -3.2481
H -25.5918 -9.2191 -2.4823
H -25.0978 -10.7633 -2.5131
C -32.8019 -1.4156 0.5572
C -32.2743 -2.8649 0.4316
C -33.1948 -3.9722 0.9913
O -33.1790 -3.9910 2.4507
C -33.9623 -5.0295 3.0273
N -31.7525 -3.1246 -0.8752
H -32.6144 -1.1595 1.5999
H -33.8573 -1.3966 0.2853
H -32.2536 -0.7300 -0.0890
H -31.3743 -2.9361 1.0423
H -32.9761 -4.9502 0.5625
H -34.2177 -3.8501 0.6352
H -34.9826 -4.7400 2.7759
H -33.7168 -5.0098 4.0891
H -33.7094 -5.9931 2.5849
H -31.4040 -4.0712 -0.9267
H -32.5262 -3.1146 -1.5243
C -30.9990 6.6196 0.3100
C -31.8525 5.9910 -0.8373
C -32.2178 4.4951 -0.5804
O -30.9993 3.8096 -0.6457
C -31.2271 2.4480 -0.3240
N -33.1994 6.6740 -0.9404
H -30.0574 6.0712 0.3349
H -31.5155 6.5407 1.2667
H -30.8740 7.6844 0.1129
H -31.3737 6.0949 -1.8110
H -32.9188 4.0031 -1.2548
H -32.5955 4.4636 0.4416
H -31.4967 2.3637 0.7288
H -30.3646 1.8658 -0.6483
H -31.9573 2.0301 -1.0169
H -33.1315 7.6816 -0.9529
H -33.5072 6.4718 -1.8809
C -33.7294 -6.0682 -3.2034
C -34.0993 -6.9499 -2.0138
C -35.5226 -7.7310 -2.1287
O -36.4717 -6.6787 -2.2582
C -37.7937 -7.1029 -2.5675
N -32.9245 -7.8316 -1.7903
H -34.6708 -5.6695 -3.5814
H -33.2569 -6.6755 -3.9754
H -33.0897 -5.2839 -2.7989
H -34.1502 -6.3666 -1.0944
H -35.6908 -8.4309 -1.3102
H -35.5679 -8.3233 -3.0426
H -38.0062 -8.1412 -2.3128
H -37.8655 -7.0830 -3.6550
H -38.5124 -6.4179 -2.1177
H -33.1680 -8.4893 -1.0635
H -32.7358 -8.3773 -2.6190
C -25.2034 -2.2622 -0.5032
C -25.6411 -2.4987 -1.9339
C -24.5111 -3.1098 -2.7461
O -23.5976 -2.1072 -3.1957
C -22.3269 -2.6476 -3.4571
N -26.7690 -3.4476 -1.9003
H -25.0821 -3.1800 0.0722
H -25.8075 -1.6016 0.1188
H -24.1932 -1.8614 -0.4197
H -26.0255 -1.5782 -2.3735
H -25.0823 -3.5842 -3.5442
H -24.1283 -4.0380 -2.3219
H -21.6670 -1.8600 -3.8209
H -22.3326 -3.4382 -4.2075
H -21.8301 -3.0562 -2.5772
H -26.4484 -4.3701 -1.6428
H -27.2019 -3.5896 -2.8016
C -21.7937 -3.5558 2.6412
C -23.1141 -3.5198 3.3487
C -24.1411 -4.4595 2.6375
O -25.4503 -4.3527 3.1338
C -26.3732 -3.5532 2.4261
N -22.9311 -3.8524 4.7667
H -21.3098 -4.5204 2.7943
H -21.1177 -2.7472 2.9193
H -21.9935 -3.3667 1.5865
H -23.5472 -2.5208 3.2992
H -23.8305 -5.4761 2.8789
H -24.0891 -4.2394 1.5712
H -25.8264 -2.6242 2.2645
H -27.1928 -3.1792 3.0396
H -26.6321 -3.9636 1.4501
H -22.7516 -4.8447 4.7098
H -23.8539 -3.7385 5.1610

Computed properties:
**Frontier orbital gap**: 0.286 Eh
**ΔE to the lowest compared entry with this formula, charge and spin**: 188.9 kJ/mol
**Energy**: -104758.764 eV
**M**: 1159.73 g mol⁻¹